# 1
DFT (wB97M-V/def2-TZVPD) results for one molecule with the formula C5H9N in a non-equilibrium geometry.

Each line ends with the Mulliken charge.
Positions of all 15 atoms, in Å:
C: -0.70 -1.02 -1.28  -0.098
C: -1.64 -0.85 -0.06  -0.172
C: -1.01 -0.13 1.05  -0.925
C: 1.15 -0.21 -0.17  -0.190
C: 1.76 1.15 -0.27  -1.060
N: 0.50 -0.72 -1.25  -0.471
H: -1.12 -1.46 -2.17  0.416
H: -2.53 -0.36 -0.45  0.299
H: -1.90 -1.88 0.21  0.241
H: -1.16 0.93 1.11  0.300
H: -0.75 -0.64 1.95  0.377
H: 1.71 -0.95 0.39  0.388
H: 2.70 1.12 -0.82  0.320
H: 1.96 1.53 0.73  0.297
H: 1.09 1.84 -0.79  0.279

## Properties
Multiplicity: 3
⟨S²⟩: 2.007
Frontier orbital gap (alpha / beta): 6.551 / 9.535 eV
LUMO energy (alpha / beta): 1.166 / -0.478 eV

---

# 2
DFT (wB97M-V/def2-TZVPD) results for an isolated ion of composition CH7O3P2 and charge +1.

Each line ends with the Mulliken charge.
Positions of all 13 atoms, in Å:
O: 0.83 -0.26 -1.72  -0.633
P: 1.11 -0.29 -0.28  1.004
O: 2.00 -1.43 0.32  -0.466
O: 1.75 1.03 0.31  -0.470
C: -0.48 -0.35 0.64  -0.738
P: -1.69 0.64 -0.27  0.102
H: 1.60 -2.27 0.57  0.358
H: 2.22 1.55 -0.35  0.373
H: -0.85 -1.38 0.67  0.427
H: -0.38 0.03 1.66  0.438
H: -2.06 1.77 0.46  0.193
H: -2.86 -0.08 -0.49  0.197
H: -1.19 1.04 -1.50  0.214

## Properties
Frontier orbital gap: 11.737 eV
LUMO energy: -3.701 eV
Net charge: +1

---

# 3
DFT (wB97M-V/def2-TZVPD) results for a 16-piece molecular cluster, C64H160O16 overall in a non-equilibrium geometry.

Each line ends with the Mulliken charge.
Positions of all 240 atoms, in Å:
C: 5.94 -28.66 -15.51  -1.151
C: 5.01 -28.54 -16.65  0.756
O: 3.82 -27.87 -16.26  -0.146
C: 2.83 -27.84 -17.33  0.634
C: 1.64 -27.05 -16.85  -1.355
H: 6.88 -28.93 -15.87  0.614
H: 6.02 -27.75 -14.92  -0.147
H: 5.68 -29.45 -14.80  0.359
H: 5.45 -28.04 -17.50  -0.462
H: 4.74 -29.55 -17.01  0.085
H: 3.28 -27.30 -18.16  -0.287
H: 2.62 -28.83 -17.67  0.248
H: 1.15 -27.56 -15.99  0.388
H: 0.90 -26.96 -17.65  0.338
H: 2.00 -26.09 -16.52  0.159
C: 11.56 -21.83 -11.29  -0.913
C: 12.86 -21.81 -12.12  -0.444
O: 12.79 -20.91 -13.21  -0.173
C: 13.65 -21.19 -14.26  0.246
C: 13.36 -20.27 -15.45  -1.021
H: 10.77 -22.06 -11.99  0.035
H: 11.66 -22.52 -10.47  0.361
H: 11.45 -20.84 -10.87  0.576
H: 13.75 -21.58 -11.47  0.315
H: 13.03 -22.87 -12.43  0.199
H: 14.76 -21.11 -14.02  0.428
H: 13.64 -22.24 -14.54  -0.246
H: 13.43 -19.24 -15.10  0.298
H: 12.37 -20.44 -15.93  0.072
H: 14.01 -20.44 -16.27  0.459
C: 5.60 -20.11 -17.43  0.373
C: 5.91 -18.72 -18.05  -0.951
O: 5.97 -17.78 -17.02  0.152
C: 6.34 -16.42 -17.40  -0.581
C: 5.88 -15.51 -16.33  -0.949
H: 5.50 -20.82 -18.26  0.505
H: 6.44 -20.41 -16.84  -0.206
H: 4.66 -19.98 -16.84  -0.528
H: 6.86 -18.75 -18.59  0.446
H: 5.09 -18.45 -18.74  0.311
H: 7.38 -16.50 -17.57  0.432
H: 5.89 -16.06 -18.30  0.434
H: 4.81 -15.36 -16.25  0.303
H: 6.36 -14.57 -16.44  0.445
H: 6.26 -15.89 -15.34  -0.008
C: 11.54 -25.74 -12.72  0.974
C: 11.94 -26.01 -14.14  0.385
O: 13.20 -25.37 -14.48  -0.431
C: 13.24 -25.02 -15.86  0.593
C: 14.67 -24.59 -16.20  -1.488
H: 10.57 -26.20 -12.63  -0.852
H: 12.23 -26.29 -12.04  0.490
H: 11.61 -24.63 -12.54  -0.800
H: 11.99 -27.08 -14.28  0.089
H: 11.18 -25.52 -14.74  -0.232
H: 12.94 -25.90 -16.41  0.413
H: 12.49 -24.23 -16.03  -0.261
H: 15.29 -25.52 -16.05  0.364
H: 14.97 -23.79 -15.59  0.346
H: 14.75 -24.35 -17.29  0.338
C: 4.94 -17.61 -8.99  -1.317
C: 4.97 -17.17 -10.41  -0.315
O: 5.52 -18.23 -11.16  0.006
C: 5.60 -17.82 -12.55  -0.968
C: 6.14 -18.97 -13.39  1.975
H: 4.44 -18.52 -8.79  0.305
H: 5.96 -17.75 -8.60  0.260
H: 4.43 -16.84 -8.37  0.429
H: 4.00 -16.89 -10.78  0.335
H: 5.55 -16.25 -10.43  0.314
H: 4.57 -17.52 -12.86  0.299
H: 6.29 -16.97 -12.61  0.296
H: 5.86 -18.84 -14.44  -0.159
H: 5.58 -19.91 -13.06  -0.482
H: 7.17 -19.15 -13.33  -0.935
C: 2.33 -24.09 -19.03  -1.003
C: 2.60 -24.55 -20.41  0.099
O: 2.59 -25.97 -20.39  -0.055
C: 2.36 -26.61 -21.67  0.112
C: 1.95 -27.97 -21.42  -1.316
H: 2.19 -23.03 -18.90  0.612
H: 1.44 -24.66 -18.58  0.186
H: 3.15 -24.31 -18.31  -0.177
H: 1.88 -24.20 -21.21  0.484
H: 3.59 -24.17 -20.67  -0.164
H: 1.71 -25.97 -22.29  0.509
H: 3.31 -26.64 -22.31  -0.115
H: 2.03 -28.63 -22.25  0.436
H: 1.01 -28.00 -20.95  0.382
H: 2.59 -28.44 -20.68  0.064
C: 9.28 -17.77 -15.31  -1.518
C: 9.76 -18.15 -13.88  0.244
O: 9.23 -17.26 -12.94  -0.366
C: 9.67 -17.55 -11.65  0.423
C: 9.06 -16.56 -10.68  -1.079
H: 9.54 -18.53 -16.00  0.447
H: 8.19 -17.70 -15.39  0.135
H: 9.65 -16.85 -15.63  0.534
H: 9.45 -19.17 -13.64  -0.284
H: 10.85 -18.09 -13.81  0.613
H: 9.25 -18.48 -11.42  -0.260
H: 10.75 -17.60 -11.52  0.436
H: 7.97 -16.51 -10.76  -0.070
H: 9.34 -15.51 -10.78  0.382
H: 9.27 -16.79 -9.61  0.379
C: 10.44 -28.37 -10.69  -0.806
C: 10.12 -28.66 -12.13  -0.332
O: 9.09 -27.76 -12.48  -0.213
C: 8.84 -27.74 -13.92  -0.747
C: 8.23 -26.39 -14.18  0.415
H: 10.95 -29.11 -10.13  0.502
H: 11.04 -27.45 -10.54  0.054
H: 9.44 -28.19 -10.23  -0.007
H: 11.03 -28.56 -12.84  0.178
H: 9.75 -29.64 -12.33  0.502
H: 9.83 -27.83 -14.38  0.221
H: 8.14 -28.55 -14.15  0.657
H: 8.24 -26.20 -15.25  0.108
H: 8.83 -25.63 -13.68  -0.092
H: 7.31 -26.32 -13.73  -0.497
C: 2.94 -27.49 -11.68  -1.435
C: 3.90 -26.65 -12.52  0.573
O: 4.08 -25.43 -11.89  -0.595
C: 4.97 -24.54 -12.56  0.558
C: 5.00 -23.17 -11.90  -0.500
H: 3.37 -27.55 -10.65  0.169
H: 2.03 -27.01 -11.57  0.469
H: 2.87 -28.56 -12.02  0.317
H: 4.83 -27.19 -12.61  -0.109
H: 3.59 -26.49 -13.55  0.234
H: 6.05 -24.84 -12.54  -0.482
H: 4.67 -24.45 -13.60  0.639
H: 5.59 -22.50 -12.55  -0.129
H: 5.49 -23.28 -10.90  -0.193
H: 4.02 -22.67 -11.79  0.460
C: 5.29 -24.18 -23.47  -0.764
C: 6.79 -24.03 -23.64  -0.463
O: 7.38 -25.14 -23.01  -0.090
C: 8.71 -25.31 -23.34  -0.673
C: 9.36 -26.14 -22.27  -0.749
H: 4.97 -25.06 -24.00  0.266
H: 4.99 -24.28 -22.40  -0.108
H: 4.78 -23.32 -23.97  0.434
H: 7.08 -24.11 -24.69  0.363
H: 7.25 -23.10 -23.28  0.328
H: 8.83 -25.72 -24.35  0.328
H: 9.20 -24.36 -23.45  0.418
H: 10.41 -25.98 -22.37  0.468
H: 9.13 -27.18 -22.39  0.377
H: 9.14 -25.71 -21.31  -0.150
C: 3.39 -21.45 -14.44  0.411
C: 2.35 -20.38 -14.71  -0.741
O: 2.52 -19.89 -16.03  -0.088
C: 1.76 -18.73 -16.24  -0.532
C: 2.30 -18.02 -17.50  -0.846
H: 3.23 -21.92 -13.49  0.368
H: 3.47 -22.24 -15.24  -0.031
H: 4.45 -21.11 -14.44  -0.596
H: 1.39 -20.93 -14.57  0.270
H: 2.51 -19.58 -14.01  0.345
H: 0.68 -18.90 -16.22  0.328
H: 1.91 -17.96 -15.43  0.330
H: 3.33 -17.60 -17.25  -0.123
H: 1.69 -17.15 -17.70  0.476
H: 2.32 -18.64 -18.37  0.310
C: 10.31 -22.16 -15.96  0.546
C: 8.98 -22.46 -15.27  0.300
O: 8.04 -23.08 -16.18  0.059
C: 6.79 -23.39 -15.56  2.803
C: 5.90 -23.89 -16.58  -1.207
H: 10.66 -23.14 -16.29  -1.079
H: 10.11 -21.49 -16.85  0.335
H: 11.02 -21.74 -15.22  -0.289
H: 9.14 -23.12 -14.46  -0.175
H: 8.48 -21.58 -14.94  0.091
H: 6.91 -24.04 -14.71  -1.022
H: 6.29 -22.47 -15.12  -1.054
H: 6.21 -24.81 -16.97  0.357
H: 5.98 -23.17 -17.37  0.200
H: 4.83 -24.00 -16.27  -0.009
C: 5.96 -26.64 -19.88  0.310
C: 6.00 -27.89 -20.75  -0.526
O: 5.48 -29.02 -19.99  0.104
C: 5.42 -30.19 -20.76  -0.310
C: 4.95 -31.28 -19.85  -1.132
H: 6.29 -25.75 -20.40  0.429
H: 4.91 -26.44 -19.61  -0.515
H: 6.53 -26.82 -18.99  -0.155
H: 5.37 -27.74 -21.65  0.162
H: 6.98 -28.11 -21.21  0.178
H: 4.69 -30.10 -21.60  0.259
H: 6.43 -30.39 -21.25  0.279
H: 4.86 -32.24 -20.35  0.437
H: 3.92 -31.07 -19.42  0.194
H: 5.60 -31.29 -18.98  0.228
C: 10.28 -27.24 -18.55  -1.475
C: 9.80 -25.79 -18.37  1.495
O: 10.39 -24.90 -19.33  -0.536
C: 9.60 -23.74 -19.36  1.508
C: 10.23 -22.65 -20.19  -1.765
H: 10.02 -27.73 -19.46  0.329
H: 11.36 -27.41 -18.58  0.376
H: 9.87 -27.83 -17.67  0.215
H: 8.71 -25.79 -18.36  -0.237
H: 10.17 -25.53 -17.34  -0.352
H: 8.64 -23.89 -19.77  0.063
H: 9.41 -23.27 -18.38  -0.614
H: 10.05 -22.71 -21.27  0.205
H: 11.30 -22.63 -20.12  0.450
H: 9.97 -21.68 -19.88  0.428
C: 5.52 -23.30 -6.90  -1.109
C: 5.41 -22.17 -7.87  -0.420
O: 6.41 -22.27 -8.87  -0.067
C: 6.52 -21.14 -9.76  -0.334
C: 7.73 -21.27 -10.69  0.241
H: 6.55 -23.35 -6.66  0.289
H: 4.85 -23.13 -6.06  0.420
H: 5.30 -24.30 -7.43  0.097
H: 4.45 -22.19 -8.28  0.408
H: 5.55 -21.21 -7.36  0.326
H: 5.63 -21.21 -10.39  -0.077
H: 6.48 -20.20 -9.19  0.365
H: 7.80 -20.29 -11.11  -0.553
H: 7.63 -22.13 -11.38  -0.223
H: 8.65 -21.26 -10.16  0.464
C: 6.14 -27.70 -9.04  -1.382
C: 6.63 -26.50 -9.82  1.005
O: 7.73 -25.99 -9.02  -0.539
C: 8.42 -24.97 -9.78  2.258
C: 9.53 -24.38 -8.92  -1.313
H: 6.15 -27.42 -7.96  0.323
H: 5.12 -28.06 -9.38  0.238
H: 6.77 -28.60 -9.12  0.299
H: 7.04 -26.72 -10.80  -0.550
H: 5.86 -25.78 -10.04  0.219
H: 8.85 -25.42 -10.73  -0.571
H: 7.72 -24.16 -10.09  -0.628
H: 9.14 -23.97 -7.99  0.264
H: 9.86 -23.60 -9.60  0.074
H: 10.38 -25.06 -8.81  0.356

## Properties
Frontier orbital gap: 9.663 eV
LUMO energy: 0.542 eV

---

Total energy, record by record: -6816.15649, -25865.41549, -101713.49390 eV
Molar mass, record by record: 83.134, 129.012, 1185.968 Da